DFT (ωB97M-V/def2-TZVPD) results for one molecule with the formula CH2N2O2S.

Geometry (Å):
1 N 0.241 0.126 -0.278
2 C 1.463 0.606 -0.033
3 S 2.126 2.003 0.130
4 N 2.566 -0.633 -0.084
5 O 2.118 -1.713 0.751
6 O 1.980 -1.750 -0.618
7 H 0.250 -0.854 -0.145
8 H -0.625 0.641 -0.331

For the largest force on an atom, the calculation gives 3.07 eV/Å. As for the structure (SMILES): NC(=S)n1oo1. The value obtained for the LUMO energy is 0.2236 eV. The calculated total energy comes out at -697.24584 a.u. For the HOMO energy, the calculation gives -0.341 Eh. Its spin multiplicity is 1. The total charge is 0.

And the Löwdin charges, in e, turn out to be: 0.112 -0.922 0.742 -0.022 -0.029 -0.077 0.071 0.125

DFT (ωB97M-V/def2-TZVPD) results for CH2N2O2S as an isolated structure.

Geometry (Å):
1 C -1.415 -0.036 -0.004
2 N -0.460 -0.810 0.192
3 N 0.519 -1.350 0.283
4 O 2.423 0.367 -1.109
5 O 0.806 1.246 0.507
6 S 1.954 0.431 0.258
7 H -1.698 0.112 -0.979
8 H -2.128 0.041 0.852

For the largest force on an atom, the calculation gives 3.83 eV/Å. The value obtained for the LUMO energy is -0.1136 eV. The calculated total energy comes out at -697.38803 a.u. For the HOMO energy, the calculation gives -0.353 Eh. Its spin multiplicity is 1. The total charge is 0.

And the Löwdin charges, in e, turn out to be: 0.015 -0.208 0.138 -0.452 -0.478 0.801 0.067 0.117

DFT (ωB97M-V/def2-TZVPD) results for one molecule with the formula CH2N2O2S.

Geometry (Å):
1 C -0.103 -0.181 -0.040
2 N -0.998 0.034 1.195
3 N -1.490 -0.222 -0.212
4 O 2.685 -0.895 -0.041
5 O 0.972 0.594 -0.769
6 S 1.457 -1.044 -0.781
7 H -0.947 1.046 1.420
8 H -1.577 0.668 -0.772

For the largest force on an atom, the calculation gives 3.79 eV/Å. The value obtained for the LUMO energy is -0.2761 eV. The calculated total energy comes out at -697.29643 a.u. For the HOMO energy, the calculation gives -0.361 Eh. Its spin multiplicity is 1. The total charge is 0.

And the Löwdin charges, in e, turn out to be: -0.540 0.073 0.014 -0.465 -0.309 1.002 0.097 0.128

DFT (ωB97M-V/def2-TZVPD) results for CH2N2O2S2 as an isolated structure.

Geometry (Å):
1 C -1.288 1.636 0.199
2 N -2.365 2.040 0.228
3 N 1.504 -0.672 -0.172
4 O -0.064 1.174 0.263
5 O -0.496 -1.092 1.311
6 S -1.129 -0.836 -1.541
7 S -0.231 -0.490 0.084
8 H 1.862 -1.274 -0.886
9 H 2.207 -0.486 0.513

For the largest force on an atom, the calculation gives 6.52 eV/Å. The value obtained for the LUMO energy is 0.0440 eV. The calculated total energy comes out at -1095.57360 a.u. For the HOMO energy, the calculation gives -0.386 Eh. Its spin multiplicity is 1. The total charge is 0.

And the Löwdin charges, in e, turn out to be: -0.466 0.197 -0.106 -0.175 -0.297 0.430 0.314 0.047 0.056

DFT (ωB97M-V/def2-TZVPD) results for one molecule with the formula CH2N2O3.

Geometry (Å):
1 O 1.285 1.143 1.138
2 N 0.696 0.100 1.317
3 C 0.055 -0.583 0.194
4 N -0.584 0.382 -0.747
5 O -1.566 -0.064 -1.314
6 O -0.105 1.490 -0.851
7 H -0.744 -1.340 0.396
8 H 0.963 -1.130 -0.134

For the largest force on an atom, the calculation gives 2.42 eV/Å. As for the structure (SMILES): O=NC[N+](=O)[O-]. The value obtained for the LUMO energy is -0.8231 eV. The calculated total energy comes out at -374.32226 a.u. For the HOMO energy, the calculation gives -0.356 Eh. Its spin multiplicity is 1. The total charge is 0.

And the Löwdin charges, in e, turn out to be: 0.032 -0.027 -0.081 -0.388 0.071 0.092 0.148 0.154

DFT (ωB97M-V/def2-TZVPD) results for one molecule with the formula CH2N2O3.

Geometry (Å):
1 O -3.079 -1.157 0.354
2 N -2.698 -0.094 0.039
3 O -3.042 0.723 -0.729
4 N -1.320 0.405 0.946
5 C -0.149 0.313 0.173
6 O -0.806 1.519 0.330
7 H 0.777 0.185 0.728
8 H -0.182 -0.141 -0.814

For the largest force on an atom, the calculation gives 3.56 eV/Å. As for the structure (SMILES): O=[N+]([O-])N1CO1. The value obtained for the LUMO energy is 0.5658 eV. The calculated total energy comes out at -374.31068 a.u. For the HOMO energy, the calculation gives -0.378 Eh. Its spin multiplicity is 1. The total charge is 0.

And the Löwdin charges, in e, turn out to be: 0.122 -0.368 0.130 0.065 -0.177 -0.012 0.117 0.123

DFT (ωB97M-V/def2-TZVPD) results for a 2-piece molecular cluster, CH2N2O3 overall.

Geometry (Å):
1 C -0.914 0.490 -0.578
2 N -0.403 0.566 0.687
3 N 1.393 -0.421 0.568
4 O 1.161 -1.501 0.195
5 O 2.302 0.203 0.998
6 O -1.247 -0.482 0.400
7 H -1.808 1.132 -0.779
8 H -0.484 0.013 -1.492

For the largest force on an atom, the calculation gives 4.19 eV/Å. The value obtained for the LUMO energy (alpha / beta) is -0.3584 / -0.5322 eV. The calculated total energy comes out at -374.27843 a.u. For the HOMO energy (alpha / beta), the calculation gives -0.351 / -0.357 Eh. Its spin multiplicity is 1. The total charge is 0.

And the Löwdin charges, in e, turn out to be: -0.225 0.085 -0.298 0.125 0.112 -0.052 0.123 0.128

DFT (ωB97M-V/def2-TZVPD) results for a 2-piece molecular cluster, CH2N2O3 overall.

Geometry (Å):
1 N 1.765 -0.575 -1.971
2 C 0.975 -0.288 -1.155
3 O 0.253 0.159 -0.373
4 H 1.985 -1.256 -2.634
5 O -2.791 0.495 1.694
6 N -1.701 0.177 1.349
7 O -0.600 0.812 1.865
8 H 0.114 0.476 1.225

For the largest force on an atom, the calculation gives 2.29 eV/Å. As for the structure (SMILES): N=C=O.O=NO. The value obtained for the LUMO energy is 0.3902 eV. The calculated total energy comes out at -374.43602 a.u. For the HOMO energy, the calculation gives -0.350 Eh. Its spin multiplicity is 1. The total charge is 0.

And the Löwdin charges, in e, turn out to be: 0.247 -0.370 0.130 0.081 0.028 -0.154 -0.032 0.070

DFT (ωB97M-V/def2-TZVPD) results for a 2-piece molecular cluster, CH2N2O3 overall.

Geometry (Å):
1 O -0.163 1.615 0.282
2 N -1.043 0.827 0.047
3 N -2.009 0.196 0.153
4 O -2.676 -0.790 0.135
5 C 1.468 -0.497 -0.167
6 O 0.455 -1.071 0.098
7 H 2.408 -0.824 -0.658
8 H 1.560 0.544 0.110

For the largest force on an atom, the calculation gives 4.86 eV/Å. As for the structure (SMILES): O=NN=O.C=O. The value obtained for the LUMO energy is 0.3855 eV. The calculated total energy comes out at -374.29860 a.u. For the HOMO energy, the calculation gives -0.359 Eh. Its spin multiplicity is 1. The total charge is 0.

And the Löwdin charges, in e, turn out to be: 0.022 -0.070 -0.061 0.065 -0.122 0.019 0.093 0.055

DFT (ωB97M-V/def2-TZVPD) results for a 2-piece molecular cluster, CH2N2O3 overall.

Geometry (Å):
1 C 0.876 0.838 0.104
2 N 0.429 1.563 0.914
3 N -1.704 -1.931 -0.498
4 O 1.167 -0.027 -0.607
5 O -2.672 -2.446 -0.925
6 O -0.602 -2.665 -0.694
7 H 0.815 1.686 1.792
8 H 0.161 -2.085 -0.378

For the largest force on an atom, the calculation gives 4.54 eV/Å. The value obtained for the LUMO energy (alpha / beta) is 0.3865 / -1.8340 eV. The calculated total energy comes out at -374.35085 a.u. For the HOMO energy (alpha / beta), the calculation gives -0.279 / -0.432 Eh. Its expectation value of S² is 2.0079. Its spin multiplicity is 3. The total charge is 0.

And the Löwdin charges, in e, turn out to be: -0.407 0.212 -0.194 0.153 0.063 -0.008 0.069 0.113

DFT (ωB97M-V/def2-TZVPD) results for a 2-piece molecular cluster, CH2N2O3 overall.

Geometry (Å):
1 C -0.079 0.283 1.214
2 N -0.911 0.439 0.120
3 N 0.199 -0.246 -1.630
4 O 0.926 0.514 -2.226
5 O -0.026 -1.405 -1.616
6 O -0.817 -0.736 0.722
7 H 0.994 0.407 1.173
8 H -0.286 0.743 2.244

For the largest force on an atom, the calculation gives 5.55 eV/Å. The value obtained for the LUMO energy (alpha / beta) is 0.3797 / -1.7740 eV. The calculated total energy comes out at -374.23422 a.u. For the HOMO energy (alpha / beta), the calculation gives -0.318 / -0.428 Eh. Its expectation value of S² is 2.0075. Its spin multiplicity is 3. The total charge is 0.

And the Löwdin charges, in e, turn out to be: -0.261 0.078 -0.259 0.102 0.121 -0.013 0.103 0.130

DFT (ωB97M-V/def2-TZVPD) results for a 2-piece molecular cluster, CH2N2O3P overall.

Geometry (Å):
1 C -0.632 1.142 0.156
2 N -1.118 2.159 0.252
3 N 2.019 -0.153 -1.524
4 O 0.002 -1.171 2.143
5 O -1.724 -1.022 -0.585
6 O 0.731 -0.640 -1.414
7 P -0.360 -0.570 -0.163
8 H -0.770 -0.526 2.413
9 H 1.853 0.782 -1.278

For the largest force on an atom, the calculation gives 3.50 eV/Å. The value obtained for the LUMO energy (alpha / beta) is 3.0905 / 3.5705 eV. The calculated total energy comes out at -715.80422 a.u. For the HOMO energy (alpha / beta), the calculation gives -0.131 / -0.192 Eh. Its spin multiplicity is 1. The total charge is -1.

And the Löwdin charges, in e, turn out to be: -0.355 0.078 -0.002 -0.467 -0.403 -0.425 0.647 -0.036 -0.036